1.
Molecular formula: C9H19F2I2N2O5PtS2
Method: DFT, ωB97M-V/def2-TZVPD

Geometry as XYZ:
```
42
Properties=species:S:1:pos:R:3:nbo_charge:R:1
Pt -1.4733 -1.4948 -0.5734 0.877
I -4.2032 -1.2488 -0.7337 -0.492
I -0.3181 -2.0536 -3.0287 -0.559
S -0.7291 -4.8938 -0.1642 2.410
S -1.9025 -3.8970 1.7873 2.448
F 0.8576 -4.6711 -0.2536 -0.494
F -2.4009 -2.4345 2.2396 -0.521
O -3.1717 -4.5780 1.6386 -0.898
O -1.1541 0.3702 0.6885 -0.586
O -0.7763 -6.0662 0.6835 -0.871
O -1.0351 -4.2956 2.8738 -0.905
O -1.2055 -5.0070 -1.5088 -0.879
N -0.0816 0.7224 -0.1310 -0.195
N -1.2374 -3.3385 0.4645 -1.178
C 0.0313 3.2141 -0.0985 -0.420
C -0.2772 1.9322 -0.9341 0.113
C 1.3236 -0.7548 1.3037 -0.648
C 1.2972 3.0983 0.7415 -0.406
C 0.4635 2.1021 -2.2523 -0.623
C 1.4772 1.7332 1.4294 -0.424
C 2.3313 0.3991 -0.5814 -0.627
C 1.2459 0.5431 0.4945 0.099
C -1.7765 1.9656 -1.3555 -0.610
H -1.9446 1.0327 -1.9033 0.237
H 2.1661 3.3210 0.1087 0.193
H 3.1666 -0.1242 -0.1128 0.217
H 1.9960 -0.1852 -1.4391 0.257
H 2.0072 -0.7047 2.1587 0.223
H 2.7702 1.3073 -0.9950 0.202
H 1.5173 2.3018 -2.0336 0.196
H 2.5064 1.6343 1.7859 0.217
H -1.0174 0.7539 1.5770 0.475
H -2.4820 2.0299 -0.5302 0.222
H 0.4547 -0.9402 1.9631 0.224
H 0.8365 1.6823 2.3164 0.191
H -0.8202 3.2794 0.5914 0.193
H 0.1251 2.9678 -2.8143 0.214
H 1.3788 -1.7127 0.7882 0.249
H 1.3948 3.8888 1.4910 0.208
H 0.4704 1.2383 -2.9211 0.247
H 0.1462 4.1283 -0.6782 0.215
H -1.9571 2.7545 -2.0826 0.206
```

Calculated values
Total charge ... -1
Electronic energy ... -69411.9529 eV
2S+1 ... 3
Energy above the lowest of the compared OMol25 structures with the same formula, charge and spin ... 23.51 kJ/mol
Expectation value of S² ... 2.008
HOMO-LUMO gap (alpha / beta) ... 7.3783 / 6.6453 eV
Highest occupied orbital energy (alpha / beta) ... -5.145 / -5.361 eV

=====

2.
Molecular formula: C9H19F3N2O3S3
Method: DFT, ωB97M-V/def2-TZVPD

Geometry as XYZ:
```
39
Properties=species:S:1:pos:R:3:nbo_charge:R:1
S 1.9512 -1.1080 -0.0849 0.268
S -2.6844 -0.1255 -4.6903 2.350
S 0.1627 -0.9214 -2.2869 0.264
F -3.7612 -0.5552 -7.0725 -0.332
F -4.3496 1.3272 -6.1529 -0.334
F -2.3623 1.1107 -7.0133 -0.335
O -1.6016 -1.0140 -5.0651 -1.003
O -3.8355 -0.7718 -4.0994 -0.993
O -2.2627 1.1001 -4.0351 -1.017
N -0.6792 0.0064 -0.0055 -0.502
N 3.2139 0.2068 4.1955 -0.673
C 2.0464 -0.7343 1.6758 -0.577
C 3.3665 -1.2220 3.7294 -0.214
C 3.3676 -1.2709 2.2155 -0.429
C -0.5178 1.4499 0.1362 -0.197
C -1.0861 -0.6348 1.2330 -0.200
C -0.3390 2.1652 -1.1838 -0.635
C 0.3525 -0.6286 -0.7312 -0.178
C -3.3215 0.4685 -6.3136 0.676
C -2.5837 -0.4753 1.5061 -0.624
H 3.8523 0.8041 3.6653 0.443
H -2.7459 0.1099 2.4019 0.197
H 1.2607 -1.2032 2.2498 0.211
H -3.0189 -1.4433 1.7108 0.218
H 1.9913 0.3341 1.8893 0.181
H 4.2450 -1.6699 4.1670 0.235
H -0.5501 -0.1706 2.0734 0.133
H 2.2537 0.5267 4.0598 0.451
H -0.8012 -1.6771 1.2523 0.202
H 3.4392 0.3172 5.1860 0.443
H 2.4839 -1.7476 4.0643 0.226
H 4.2143 -0.7271 1.8071 0.220
H -3.1006 -0.0105 0.6784 0.246
H 0.2774 1.7029 0.8566 0.130
H -0.4357 3.2357 -1.0559 0.212
H -1.4472 1.8179 0.5584 0.206
H -1.0836 1.7978 -1.8788 0.278
H 0.6333 1.9506 -1.6102 0.203
H 3.4561 -2.3206 1.9674 0.254
```

Calculated values
Total charge ... 0
Electronic energy ... -59418.3575 eV
2S+1 ... 1
HOMO-LUMO gap ... 4.8037 eV
Highest occupied orbital energy ... -7.190 eV

=====

3.
Molecular formula: C9H19INOPt
Method: DFT, ωB97M-V/def2-TZVPD

Geometry as XYZ:
```
32
Properties=species:S:1:pos:R:3:nbo_charge:R:1
Pt -1.4123 6.7585 0.2014 0.572
I 0.7242 5.1086 0.8730 -0.551
O -0.5008 1.6555 0.3301 -0.493
N 0.1051 0.4704 0.1615 0.275
C -0.1799 -0.4663 1.2942 0.094
C 0.1312 0.1960 2.6089 -0.649
C 0.5491 -2.3175 -0.3281 -0.411
C -1.6967 -0.9319 1.2576 -0.598
C 0.5382 -1.8228 1.1153 -0.408
C 1.0738 -1.2577 -1.3009 -0.411
C -0.9552 -0.1093 -2.0437 -0.624
C 0.2719 0.0829 -1.2388 0.054
C 1.1110 1.1940 -1.9270 -0.618
H 2.1507 -1.0975 -1.2482 0.227
H 1.1919 1.1630 -3.0135 0.251
H -1.9020 -1.4423 2.1986 0.243
H 0.2046 2.2555 0.5831 0.525
H -1.9731 -1.6197 0.4585 0.227
H 0.7776 2.1893 -1.6333 0.232
H -0.7771 -0.0166 -3.1151 0.254
H -2.3490 -0.0605 1.1987 0.230
H 1.1878 -3.2001 -0.2909 0.248
H -0.1049 -0.5200 3.3962 0.249
H 1.5306 -1.6713 1.5400 0.223
H 0.9651 -1.6828 -2.2987 0.240
H 2.1483 1.1500 -1.5951 0.224
H -0.4367 -2.6430 -0.6603 0.209
H -0.4067 1.1050 2.8780 0.246
H -1.6707 0.7032 -1.9168 0.239
H -1.4305 -1.0812 -1.9106 0.225
H 1.1717 0.4802 2.7661 0.235
H -0.0372 -2.5715 1.6598 0.239
```

Calculated values
Total charge ... +1
Electronic energy ... -24514.8327 eV
2S+1 ... 3
Energy above the lowest of the compared OMol25 structures with the same formula, charge and spin ... 0.00 kJ/mol
Expectation value of S² ... 2.017
HOMO-LUMO gap (alpha / beta) ... 7.4377 / 5.4734 eV
Highest occupied orbital energy (alpha / beta) ... -12.057 / -11.954 eV

=====

4.
Molecular formula: C9H19N2
Method: DFT, ωB97M-V/def2-TZVPD

Geometry as XYZ:
```
30
Properties=species:S:1:pos:R:3:nbo_charge:R:1
N 4.6333 -1.1499 0.4973 -0.685
N -0.0471 1.1650 -0.8683 -0.360
C -0.4525 1.5211 0.5106 -0.023
C -2.5934 -0.4798 -0.3773 -0.618
C 1.2338 1.5442 -1.4471 -0.428
C -0.1754 0.1158 0.1512 -0.024
C -1.2029 -0.9987 -0.0092 -0.066
C 0.4956 2.3174 1.3555 -0.645
C -0.6931 -1.9445 -1.1035 -0.607
C 3.6815 -0.5035 0.6281 0.233
C -1.2644 -1.7282 1.3362 -0.602
H -0.2789 -2.0747 1.6363 0.219
H 0.3013 -2.3156 -0.8678 0.220
H -1.4856 1.8428 0.5783 0.240
H -3.0148 0.1301 0.4172 0.219
H 1.2506 2.6147 -1.6530 0.232
H -0.6569 -1.4450 -2.0702 0.202
H -3.2571 -1.3263 -0.5250 0.246
H 5.4617 -1.7011 0.4017 0.462
H 0.1016 2.3689 2.3680 0.257
H 1.3863 1.0030 -2.3794 0.238
H 2.0439 1.2980 -0.7646 0.248
H -1.3584 -2.7970 -1.1955 0.235
H -2.5938 0.0917 -1.3059 0.192
H 0.5855 3.3358 0.9841 0.236
H 0.7922 -0.2642 0.4735 0.255
H 1.4841 1.8681 1.4023 0.236
H -1.9185 -2.5906 1.2635 0.233
H -1.6508 -1.0724 2.1120 0.217
H -0.8077 1.1747 -1.5490 0.438
```

Calculated values
Total charge ... +1
Electronic energy ... -12613.7551 eV
2S+1 ... 1
Energy above the lowest of the compared OMol25 structures with the same formula, charge and spin ... 201.85 kJ/mol
HOMO-LUMO gap ... 12.4647 eV
Highest occupied orbital energy ... -14.981 eV

=====

5.
Molecular formula: C9H19N2O
Method: DFT, ωB97M-V/def2-TZVPD

Geometry as XYZ:
```
31
Properties=species:S:1:pos:R:3:nbo_charge:R:1
O 1.2290 -1.8032 -0.3926 -0.510
N -2.4278 1.4654 -0.7436 -0.705
N 1.3047 0.6621 -0.3311 -0.288
C 2.5503 0.5841 -0.1038 -0.134
C -0.4343 -0.5064 -1.7404 -0.501
C -0.9740 -0.4712 -0.3529 -0.099
C -1.7342 1.2327 1.4847 -0.685
C -1.8901 -1.6923 0.0610 -0.610
C 0.5457 -0.6202 -0.5898 0.435
C 3.4919 1.6835 -0.1410 -0.652
C 1.4835 -2.3480 0.8506 -0.244
C -1.2839 0.8899 0.1091 -0.040
H 4.3992 1.2809 -0.6551 0.241
H -3.2554 1.5971 -0.1522 0.449
H -2.4626 -1.5885 1.0485 0.230
H 2.9904 -0.3784 0.2763 0.215
H -2.4326 0.7666 -1.5192 0.452
H -1.2378 -2.5533 0.0774 0.244
H 3.0777 2.7173 -0.5386 0.225
H -0.5681 -1.5108 -2.0625 0.251
H -0.4246 1.4943 -0.1913 0.271
H 2.1140 -3.2156 0.6382 0.217
H 0.5096 -2.7002 1.2424 0.171
H -2.2361 2.3153 -1.2469 0.435
H 1.9992 -1.6905 1.4888 0.184
H -2.3261 0.5478 2.0907 0.253
H -0.8227 1.2709 2.1077 0.266
H -2.0051 2.3128 1.4752 0.228
H 3.7521 1.8519 0.9631 0.232
H -2.6786 -1.7393 -0.6167 0.215
H -0.2531 0.1455 -2.5361 0.252
```

Calculated values
Total charge ... +1
Electronic energy ... -14654.8532 eV
2S+1 ... 3
Energy above the lowest of the compared OMol25 structures with the same formula, charge and spin ... 281.12 kJ/mol
Expectation value of S² ... 2.006
HOMO-LUMO gap (alpha / beta) ... 4.9745 / 7.5826 eV
Highest occupied orbital energy (alpha / beta) ... -8.199 / -13.073 eV

=====

6.
Molecular formula: C9H19N2O3S
Method: DFT, ωB97M-V/def2-TZVPD

Geometry as XYZ:
```
34
Properties=species:S:1:pos:R:3:nbo_charge:R:1
S -3.4702 0.3921 -0.3809 1.282
O 1.1088 0.2505 0.4352 -0.446
O -4.3840 0.9327 0.9860 -0.919
O 0.9831 -1.7828 -0.5379 -0.635
N -3.5252 1.5718 -1.3487 -1.111
N -0.7413 -1.0209 0.8381 -0.406
C -1.6597 -2.1019 0.4316 -0.061
C -1.3369 0.0842 1.5376 -0.220
C 3.4186 -0.7368 0.2918 -0.662
C 2.4488 0.3999 -0.1388 0.257
C -2.0795 -2.1053 -0.7858 -0.349
C 0.4995 -0.8720 0.3047 0.960
C 2.9633 1.7268 0.5242 -0.605
C -2.0835 1.0278 0.5574 -0.642
C 2.4258 0.5702 -1.6765 -0.627
H -1.8216 -2.6693 1.2919 0.238
H 3.0617 1.4803 -2.0084 0.245
H 0.3501 -2.4714 -0.7589 0.532
H 2.7045 -0.3044 -2.1571 0.223
H 3.1281 -1.1712 1.3308 0.220
H -2.4783 1.9007 1.1434 0.296
H 2.5854 2.5854 -0.0812 0.219
H -1.7769 -1.5106 -1.5258 0.209
H -3.9840 1.3919 -2.2608 0.388
H -2.8404 -2.8186 -1.1191 0.249
H -1.4677 1.5451 -0.1961 0.257
H -0.6025 0.6306 2.0789 0.243
H 2.4908 1.8415 1.5728 0.223
H 3.3375 -1.5616 -0.3371 0.220
H -1.9769 -0.3366 2.1735 0.220
H 1.4506 0.7919 -1.8721 0.214
H 4.5646 -0.5728 0.4144 0.264
H 3.9869 1.7662 0.5829 0.229
H -5.2796 1.1467 0.6899 0.495
```

Calculated values
Total charge ... +1
Electronic energy ... -29588.6140 eV
2S+1 ... 1
Energy above the lowest of the compared OMol25 structures with the same formula, charge and spin ... 144.12 kJ/mol
HOMO-LUMO gap ... 9.3083 eV
Highest occupied orbital energy ... -12.525 eV

=====

Please write out number 3 again, unchanged.
Molecular formula: C9H19INOPt
Method: DFT, ωB97M-V/def2-TZVPD

Geometry as XYZ:
```
32
Properties=species:S:1:pos:R:3:nbo_charge:R:1
Pt -1.4123 6.7585 0.2014 0.572
I 0.7242 5.1086 0.8730 -0.551
O -0.5008 1.6555 0.3301 -0.493
N 0.1051 0.4704 0.1615 0.275
C -0.1799 -0.4663 1.2942 0.094
C 0.1312 0.1960 2.6089 -0.649
C 0.5491 -2.3175 -0.3281 -0.411
C -1.6967 -0.9319 1.2576 -0.598
C 0.5382 -1.8228 1.1153 -0.408
C 1.0738 -1.2577 -1.3009 -0.411
C -0.9552 -0.1093 -2.0437 -0.624
C 0.2719 0.0829 -1.2388 0.054
C 1.1110 1.1940 -1.9270 -0.618
H 2.1507 -1.0975 -1.2482 0.227
H 1.1919 1.1630 -3.0135 0.251
H -1.9020 -1.4423 2.1986 0.243
H 0.2046 2.2555 0.5831 0.525
H -1.9731 -1.6197 0.4585 0.227
H 0.7776 2.1893 -1.6333 0.232
H -0.7771 -0.0166 -3.1151 0.254
H -2.3490 -0.0605 1.1987 0.230
H 1.1878 -3.2001 -0.2909 0.248
H -0.1049 -0.5200 3.3962 0.249
H 1.5306 -1.6713 1.5400 0.223
H 0.9651 -1.6828 -2.2987 0.240
H 2.1483 1.1500 -1.5951 0.224
H -0.4367 -2.6430 -0.6603 0.209
H -0.4067 1.1050 2.8780 0.246
H -1.6707 0.7032 -1.9168 0.239
H -1.4305 -1.0812 -1.9106 0.225
H 1.1717 0.4802 2.7661 0.235
H -0.0372 -2.5715 1.6598 0.239
```

Calculated values
Total charge ... +1
Electronic energy ... -24514.8327 eV
2S+1 ... 3
Energy above the lowest of the compared OMol25 structures with the same formula, charge and spin ... 0.00 kJ/mol
Expectation value of S² ... 2.017
HOMO-LUMO gap (alpha / beta) ... 7.4377 / 5.4734 eV
Highest occupied orbital energy (alpha / beta) ... -12.057 / -11.954 eV